{
  "formula": "C26H67N5O8",
  "method": "ωB97M-V/def2-TZVPD",
  "e_homo_ev": -8.30,
  "spin_multiplicity": 1,
  "energy_ev": -51872.77670,
  "de_lowest_kj_mol": 110.3,
  "gap_ev": 8.906,
  "lumo_ev": 0.6089,
  "smiles": "COC[C@H](C)N.COC[C@H](C)N.COCCNCCOC.COCCNCCOC.COCCNCCOC",
  "symbols": ["C", "O", "C", "C", "C", "N", "H", "H", "H", "H", "H", "H", "H", "H", "H", "H", "H", "C", "O", "C", "C", "C", "N", "H", "H", "H", "H", "H", "H", "H", "H", "H", "H", "H", "C", "O", "C", "C", "N", "C", "C", "O", "C", "H", "H", "H", "H", "H", "H", "H", "H", "H", "H", "H", "H", "H", "H", "H", "C", "O", "C", "C", "N", "C", "C", "O", "C", "H", "H", "H", "H", "H", "H", "H", "H", "H", "H", "H", "H", "H", "H", "H", "C", "O", "C", "C", "N", "C", "C", "O", "C", "H", "H", "H", "H", "H", "H", "H", "H", "H", "H", "H", "H", "H", "H", "H"],
  "positions_angstrom": [[1.0574, 2.4697, 37.3988], [1.7845, 2.5432, 36.1459], [2.9313, 3.3698, 36.2940], [3.8089, 3.2733, 35.0467], [5.1877, 3.8870, 35.2509], [3.0970, 3.9318, 33.9370], [0.1589, 1.9018, 37.1802], [0.7541, 3.4962, 37.6177], [1.7753, 2.0103, 38.0737], [2.7109, 4.4336, 36.4189], [3.5318, 2.9709, 37.1174], [3.9268, 2.2076, 34.8069], [5.1271, 4.9516, 35.4853], [5.8530, 3.7836, 34.3933], [5.6893, 3.3801, 36.0798], [3.6200, 3.7680, 33.0829], [2.2382, 3.3874, 33.8898], [0.4998, 7.6198, 31.2428], [-0.1574, 6.4282, 31.6787], [-0.4622, 6.5555, 33.0527], [-1.0632, 5.2314, 33.5417], [-1.3817, 5.3293, 35.0254], [-0.0284, 4.1876, 33.3932], [0.4946, 7.6549, 30.1554], [1.5203, 7.5479, 31.6308], [0.0255, 8.5335, 31.6080], [0.4182, 6.6836, 33.7001], [-1.0929, 7.4383, 33.2110], [-1.9339, 5.0419, 32.9098], [-0.5498, 5.8327, 35.5312], [-1.4985, 4.3851, 35.5544], [-2.2877, 5.9216, 35.1761], [0.4089, 4.3833, 32.4927], [0.7234, 4.2901, 34.0624], [-0.3144, 3.9053, 29.2982], [-0.5419, 2.6390, 28.6883], [0.4183, 1.6398, 29.0034], [0.1621, 0.9324, 30.3208], [-1.1692, 0.4000, 30.4256], [-1.5575, 0.0607, 31.7903], [-1.8886, 1.2054, 32.7671], [-2.1900, 0.5865, 33.9935], [-1.7492, 1.2964, 35.1261], [-1.2493, 4.1171, 29.8225], [-0.0168, 4.6122, 28.5245], [0.4216, 3.9186, 30.1107], [1.4154, 2.0990, 29.0342], [0.4179, 0.9658, 28.1429], [0.4422, 1.6449, 31.1145], [0.9900, 0.2102, 30.3389], [-1.8521, 1.0236, 30.0153], [-0.7384, -0.4478, 32.3029], [-2.4145, -0.6109, 31.7325], [-2.7481, 1.7925, 32.4132], [-1.0279, 1.8797, 32.8101], [-2.3391, 2.2020, 35.3100], [-0.7030, 1.6136, 35.0678], [-1.8640, 0.6304, 35.9814], [0.6467, 7.8350, 26.2884], [0.5222, 6.4671, 25.9555], [1.6946, 5.7463, 26.2057], [1.7803, 4.5348, 25.2750], [0.5296, 3.7811, 25.3260], [0.3235, 3.0064, 24.1052], [-1.1714, 2.7229, 23.8963], [-1.5352, 3.1329, 22.5998], [-2.8015, 2.6894, 22.2085], [1.5418, 8.2801, 25.8300], [0.9052, 7.9446, 27.3522], [-0.2641, 8.3348, 25.9848], [1.7432, 5.3250, 27.2245], [2.6382, 6.3046, 26.2273], [2.6297, 3.9203, 25.5802], [1.9709, 4.9492, 24.2733], [-0.1968, 4.4764, 25.4458], [0.8935, 2.0786, 24.0838], [0.6138, 3.6136, 23.2365], [-1.8435, 3.1868, 24.6297], [-1.3074, 1.6373, 24.0307], [-3.5573, 2.7881, 22.9936], [-2.7909, 1.6400, 21.8853], [-3.1432, 3.2321, 21.3271], [2.4656, 8.4334, 35.1675], [2.1423, 7.5345, 36.2004], [3.0989, 7.5311, 37.2609], [2.4670, 6.7865, 38.3982], [3.3863, 6.6573, 39.5301], [2.6892, 5.9444, 40.6203], [3.7175, 5.1595, 41.4398], [4.4192, 4.2410, 40.6445], [3.6424, 3.0738, 40.3407], [3.4138, 8.2529, 34.6466], [2.5057, 9.4430, 35.5874], [1.6924, 8.3248, 34.4094], [3.3647, 8.5746, 37.4865], [4.0615, 7.1614, 36.8791], [2.1025, 5.8286, 37.9947], [1.5195, 7.2846, 38.6225], [4.0940, 5.9920, 39.2187], [1.8183, 5.3373, 40.3465], [2.2528, 6.7192, 41.2613], [3.2521, 4.6793, 42.3112], [4.3883, 5.8824, 41.9112], [4.3601, 2.2939, 40.0872], [3.1269, 3.2893, 39.4028], [3.0199, 2.8283, 41.1975]],
  "lowdin_charge": [-0.053, -0.204, -0.216, -0.435, -0.059, 0.049, 0.070, 0.087, 0.079, 0.116, 0.115, 0.139, 0.071, 0.075, 0.078, 0.077, 0.042, -0.086, -0.195, -0.230, -0.397, -0.053, 0.060, 0.075, 0.091, 0.086, 0.108, 0.131, 0.138, 0.077, 0.058, 0.082, 0.057, 0.035, -0.092, -0.202, -0.230, -0.240, -0.044, -0.198, -0.237, -0.181, -0.120, 0.090, 0.070, 0.073, 0.118, 0.122, 0.103, 0.122, 0.108, 0.121, 0.115, 0.124, 0.083, 0.079, 0.069, 0.086, -0.096, -0.183, -0.259, -0.210, -0.054, -0.187, -0.223, -0.188, -0.131, 0.088, 0.079, 0.091, 0.108, 0.121, 0.119, 0.114, 0.094, 0.116, 0.111, 0.124, 0.121, 0.086, 0.087, 0.085, -0.115, -0.208, -0.229, -0.227, -0.030, -0.219, -0.241, -0.199, -0.073, 0.091, 0.089, 0.064, 0.122, 0.120, 0.096, 0.130, 0.101, 0.110, 0.117, 0.117, 0.125, 0.092, 0.053, 0.093]
}